Here is a structure of composition C3H10Cl2N3O3RhS2 from the Open Molecules 2025 dataset. Energies are from wB97M-V/def2-TZVPD.

For the HOMO energy, the calculation gives -17.11 eV. As for the net charge: +2. The value obtained for the orbital gap is 8.37 eV. The calculation puts the energy at -2336.991760 Eh.

Structure (XYZ):
```
24
Properties=species:S:1:pos:R:3:forces:R:3
Rh -0.2754 -1.5951 0.4250 -0.6471 0.6785 -0.0097
N -0.8456 -0.0464 1.7068 0.1499 -0.0442 0.0751
N -0.4154 -0.2051 3.0447 -0.0843 0.0343 -0.0117
C 0.4522 -1.1765 3.3489 0.1229 -0.1426 -0.1499
N 0.9297 -1.2713 4.5696 -0.0280 0.0371 0.0323
S 0.9409 -2.3226 2.1541 0.4274 -0.0604 0.1852
H -0.4341 0.8101 1.3264 -0.0104 -0.0078 -0.0274
H -1.8612 0.0584 1.6981 0.0033 -0.0089 0.0583
H -0.6742 0.5190 3.7033 0.0145 0.0067 -0.0026
H 0.6863 -0.6244 5.3070 -0.0059 -0.0017 0.0056
H 1.5704 -2.0143 4.8117 0.0031 -0.0055 -0.0210
C 2.9904 -2.3899 -1.4886 -0.0017 0.0845 -0.0456
S 1.3811 -1.6806 -1.6276 0.2149 -0.0111 0.1660
O 1.1329 -1.1957 -2.9279 -0.0213 -0.0036 -0.0274
O 0.3749 -2.7145 -1.1101 0.2826 -0.3479 0.1118
O 1.2039 -0.6359 -0.5017 0.0473 -0.0725 -0.1006
H 2.8715 -3.4617 -1.3420 -0.0153 -0.0005 -0.0116
H 3.5028 -1.9322 -0.6457 -0.0081 -0.0108 0.0184
H 3.5112 -2.1841 -2.4210 0.0116 0.0173 0.0103
Cl -2.1781 -2.9197 1.0073 -0.1075 -0.3197 -0.0395
C -2.5762 -2.8315 -0.7611 -0.1288 -0.2219 0.2840
Cl -2.1813 -1.1732 -1.2372 -0.1406 0.1886 -0.3509
H -3.6279 -3.0671 -0.8778 -0.0456 0.1718 -0.0994
H -1.9094 -3.5216 -1.2672 -0.0328 0.0405 -0.0496
```
Forces are in eV/Å.